# 1
This record from OMol25 describes a 3-piece molecular cluster, C39H78N4O4PS overall at a distorted geometry. The level of theory is the ωB97M-V functional and the def2-TZVPD basis.

Values from the calculation:
* total charge: +1
* LUMO: -0.1570 Eh
* relative energy (zero: lowest compared OMol25 entry of this formula, charge and spin): 402.80 kcal/mol
* E_tot: -75957.7853 eV

CARTESIAN COORDINATES (ANGSTROEM)
1 C 1.3023 -4.6586 -2.5237
2 C 0.7301 -3.4587 -3.4840
3 C 1.9514 -2.4799 -3.9930
4 C 1.5407 -0.9450 -3.4979
5 C 0.7042 -0.1460 -4.6551
6 C -0.8019 0.3363 -4.2328
7 C -0.9093 0.9953 -2.7159
8 C -1.6419 0.1095 -1.5001
9 C -2.2693 -1.3914 -1.6876
10 C -3.8697 -1.5123 -1.2423
11 C -4.8583 -1.9444 -2.4940
12 C -6.4084 -1.8189 -1.9451
13 C -7.5308 -1.5796 -3.1157
14 O -6.9882 -1.2364 -4.4414
15 C -7.9486 -1.8578 -5.4015
16 C -1.6168 0.9211 -0.0688
17 C -2.2717 0.2074 1.2738
18 C -1.3601 -1.1156 1.7366
19 C -2.3114 -2.3660 2.2743
20 S -1.6896 -2.8621 3.9810
21 C -0.9475 2.4002 0.0591
22 C -0.8916 3.2330 1.5026
23 C 0.0316 2.4303 2.6366
24 O 1.2959 2.0440 2.4478
25 O -0.6060 2.0801 3.9150
26 C 0.3803 1.6321 4.9223
27 C 0.4364 0.0685 5.4157
28 O 1.2210 2.5496 5.4728
29 N -0.3479 3.0229 -1.1459
30 N -0.3649 2.3255 -2.3028
31 P 0.4657 3.2028 -3.6724
32 C -0.8157 3.9159 -4.9019
33 C -2.3756 3.8241 -4.4068
34 C 1.3061 4.7877 -2.9123
35 C 2.6011 4.4430 -1.9683
36 H 1.9450 -4.2800 -1.6028
37 H 0.3588 -5.2505 -2.1101
38 H 1.9550 -5.4220 -3.1504
39 H 0.1760 -3.8739 -4.4274
40 H -0.0363 -2.8267 -2.8548
41 H 2.9798 -2.7169 -3.4372
42 H 2.1546 -2.5165 -5.1491
43 H 2.5792 -0.3734 -3.3778
44 H 1.0401 -0.9767 -2.4417
45 H 0.5762 -0.8393 -5.6183
46 H 1.3112 0.7910 -5.0204
47 H -1.5206 -0.5746 -4.3836
48 H -1.1347 1.1486 -5.0403
49 H -1.6901 -2.0913 -0.9129
50 H -2.1032 -1.8784 -2.7385
51 H -4.2637 -0.4576 -0.8679
52 H -3.9520 -2.2766 -0.3477
53 H -4.6056 -1.2105 -3.3785
54 H -4.7167 -3.0920 -2.7904
55 H -6.7340 -2.8084 -1.3662
56 H -6.4968 -0.9282 -1.1558
57 H -8.2444 -0.6901 -2.7965
58 H -8.2343 -2.5436 -3.1479
59 H -9.0539 -1.6910 -5.0102
60 H -7.6835 -3.0069 -5.4344
61 H -7.8764 -1.3958 -6.4753
62 H -3.4149 -0.1001 1.1202
63 H -2.2749 0.9158 2.2253
64 H -0.5987 -1.4270 0.9041
65 H -0.7128 -0.7872 2.6795
66 H -2.2503 -3.3235 1.5676
67 H -3.4247 -1.9733 2.3249
68 H -0.2752 -2.9508 3.8264
69 H -0.3627 4.2738 1.3303
70 H -1.9510 3.4260 1.9601
71 H 0.5488 -0.6693 4.5146
72 H 1.2855 -0.1720 6.1953
73 H -0.5939 -0.1986 5.9459
74 H -0.7369 3.2473 -5.8877
75 H -0.4639 4.9921 -5.2304
76 H -2.8652 4.8805 -4.6017
77 H -2.9385 3.0638 -5.1328
78 H -2.5181 3.5054 -3.2817
79 H 0.5021 5.3024 -2.2002
80 H 1.5353 5.5921 -3.7544
81 H 2.3718 3.7456 -1.0533
82 H 3.4794 4.0598 -2.6403
83 H 2.9598 5.4823 -1.5083
84 C 4.5813 5.6595 1.7488
85 C 5.6522 6.2262 0.8203
86 N 5.4362 7.6258 0.4390
87 C 6.3163 8.0707 -0.6467
88 C 7.8149 8.1167 -0.3645
89 C 5.2760 8.5801 1.5380
90 C 6.4169 8.6978 2.5430
91 H 3.5836 5.7550 1.3087
92 H 4.7701 4.5952 1.9257
93 H 4.5822 6.1541 2.7251
94 H 5.6424 5.6080 -0.0866
95 H 6.6304 6.0823 1.2861
96 H 5.9929 9.0599 -0.9942
97 H 6.1542 7.4082 -1.5070
98 H 8.0857 8.9768 0.2504
99 H 8.3620 8.2210 -1.3105
100 H 8.1797 7.2074 0.1174
101 H 4.3631 8.3214 2.0885
102 H 5.0636 9.5761 1.1286
103 H 6.8232 7.7265 2.8365
104 H 6.0558 9.1871 3.4540
105 H 7.2311 9.3139 2.1559
106 C -0.4210 -6.5561 2.1943
107 C -0.0970 -7.7483 3.0910
108 N 0.1759 -7.3923 4.4873
109 C 0.7354 -8.5014 5.2670
110 C -0.1505 -9.7235 5.4890
111 C -0.8573 -6.6123 5.1715
112 C -2.2534 -7.2187 5.2660
113 H 0.3816 -5.8121 2.2181
114 H -0.5369 -6.8926 1.1585
115 H -1.3581 -6.0697 2.4824
116 H 0.7955 -8.2273 2.6682
117 H -0.9090 -8.4756 3.0123
118 H 1.0699 -8.1271 6.2427
119 H 1.6546 -8.8359 4.7686
120 H -0.9168 -9.5374 6.2436
121 H 0.4614 -10.5561 5.8600
122 H -0.6326 -10.0651 4.5709
123 H -0.9422 -5.6395 4.6716
124 H -0.5143 -6.3598 6.1831
125 H -2.5759 -7.6841 4.3311
126 H -2.9797 -6.4346 5.5056
127 H -2.3156 -7.9607 6.0647

Atom charges from the Löwdin analysis, given in e for atoms 1 to 99: -0.15 -0.26 -0.20 -0.21 -0.22 -0.15 -0.03 0.03 -0.14 -0.20 -0.19 -0.18 -0.24 -0.27 -0.12 0.02 -0.14 -0.23 -0.53 0.63 -0.04 -0.01 -0.23 0.01 -0.03 -0.24 -0.01 0.01 0.07 -0.27 1.01 -0.41 -0.17 -0.42 -0.19 0.09 0.08 0.09 0.11 0.07 0.12 0.11 0.12 0.10 0.13 0.08 0.12 0.10 0.12 0.10 0.11 0.12 0.12 0.14 0.13 0.12 0.14 0.13 0.10 0.11 0.10 0.11 0.11 0.11 0.07 0.08 0.09 -0.08 0.15 0.14 0.06 0.11 0.11 0.08 0.09 0.09 0.09 0.07 0.08 0.10 0.07 0.08 0.09 -0.09 -0.27 -0.19 -0.25 -0.09 -0.25 -0.09 0.07 0.07 0.07 0.11 0.10 0.11 0.10 0.06 0.07

# 2
This record from OMol25 describes C27H38Cl2N4S4Sr as an isolated structure. The level of theory is the ωB97M-V functional and the def2-TZVPD basis.

Values from the calculation:
* LUMO: 0.0005 Eh
* relative energy (zero: lowest compared OMol25 entry of this formula, charge and spin): 0.00 kcal/mol
* E_tot: -103797.7328 eV

CARTESIAN COORDINATES (ANGSTROEM)
1 Sr -0.6848 0.7201 -0.0715
2 C -0.8590 -1.2375 -4.0032
3 C -1.9721 -2.2743 -3.9261
4 S -3.2892 -1.8531 -2.7553
5 C -4.1220 -0.5093 -3.6454
6 C -4.4435 0.6538 -2.7133
7 S -2.9914 1.5491 -2.1182
8 C -2.6067 2.6944 -3.4725
9 C -1.2255 2.4687 -4.0826
10 S 0.0939 2.3692 -2.8214
11 C 1.2494 1.1758 -3.5803
12 C 1.4683 -0.1371 -2.8320
13 S 0.0541 -1.2008 -2.4504
14 H -1.2910 -0.2611 -4.1932
15 H -0.1730 -1.4902 -4.8151
16 H -1.5835 -3.2341 -3.5835
17 H -2.4100 -2.4294 -4.9127
18 H -5.0448 -0.8915 -4.0853
19 H -3.4820 -0.1695 -4.4614
20 H -4.9426 0.2969 -1.8112
21 H -5.1229 1.3599 -3.1936
22 H -2.6883 3.7070 -3.0792
23 H -3.3677 2.5813 -4.2464
24 H -0.9956 3.2972 -4.7553
25 H -1.2176 1.5553 -4.6697
26 H 2.2178 1.6763 -3.6216
27 H 0.9108 1.0030 -4.6013
28 H 1.8945 0.0689 -1.8524
29 H 2.2238 -0.7020 -3.3834
30 Cl -0.7081 -1.2436 6.4848
31 C -1.2933 -0.4058 5.0624
32 C -2.4250 -0.8708 4.3977
33 C -2.8749 -0.2259 3.2652
34 C -2.2409 0.9348 2.7401
35 C -2.6887 1.5716 1.5404
36 C -1.0922 1.3654 3.4538
37 C -0.6316 0.7142 4.5886
38 H -2.9493 -1.7403 4.7746
39 H -3.7613 -0.6027 2.7674
40 H -2.4936 2.6435 1.4826
41 H -3.7017 1.3199 1.2303
42 H -0.5684 2.2547 3.1173
43 H 0.2425 1.0846 5.1102
44 Cl 0.5587 3.5084 0.6271
45 C 2.0365 3.0420 -0.2197
46 C 2.5898 3.9664 -1.0847
47 C 3.7181 3.6369 -1.8205
48 C 4.2624 2.3640 -1.6505
49 C 3.6984 1.4562 -0.7785
50 C 2.5422 1.7422 -0.0006
51 C 1.9192 0.7682 0.8375
52 H 2.1230 4.9374 -1.1862
53 H 4.1635 4.3538 -2.4960
54 H 5.1531 2.0827 -2.2008
55 H 4.1581 0.4823 -0.6489
56 H 1.4740 1.1628 1.7542
57 H 2.5208 -0.1195 1.0194
58 C 3.2603 -3.4484 2.6704
59 C 2.4081 -3.0360 3.8662
60 C 2.5131 -1.5365 4.1307
61 C 0.9600 -3.4978 3.7076
62 N 0.3306 -2.9716 2.5016
63 C -0.1254 -1.7499 2.2497
64 N -0.5354 -1.7121 1.0029
65 N -0.3167 -2.9473 0.4946
66 N 0.1982 -3.7068 1.3819
67 H 4.3064 -3.1960 2.8466
68 H 2.9426 -2.9219 1.7667
69 H 3.1933 -4.5197 2.4742
70 H 2.7692 -3.5675 4.7532
71 H 2.2555 -0.9532 3.2432
72 H 3.5395 -1.2755 4.3915
73 H 1.8618 -1.2253 4.9496
74 H 0.3535 -3.1825 4.5578
75 H 0.9109 -4.5816 3.6181
76 H -0.1562 -0.9413 2.9638

Charges computed using Löwdin, reported in e: 1.03 -0.53 -0.54 0.86 -0.54 -0.53 0.81 -0.51 -0.51 0.85 -0.47 -0.52 0.82 0.03 0.10 0.07 0.08 0.08 0.07 0.07 0.08 0.08 0.09 0.08 0.05 0.07 0.07 0.03 0.09 0.63 -0.71 -0.14 -0.07 -0.40 -0.25 -0.09 -0.15 0.10 0.11 0.02 0.02 0.09 0.11 0.66 -0.63 -0.16 -0.12 -0.12 -0.08 -0.41 -0.23 0.10 0.09 0.10 0.11 0.01 0.02 -0.07 -0.40 -0.06 -0.10 -0.08 -0.15 -0.05 -0.02 0.07 0.08 0.07 0.08 0.14 0.06 0.09 0.06 0.10 0.13 0.10

# 3
This record from OMol25 describes a 2-piece molecular cluster, CH4N2O2S overall at a distorted geometry. The level of theory is the ωB97M-V functional and the def2-TZVPD basis.

Values from the calculation:
* LUMO (spin up / spin down): -0.0104 / -0.0548 Eh
* relative energy (zero: lowest compared OMol25 entry of this formula, charge and spin): 91.39 kcal/mol
* E_tot: -19007.9609 eV

CARTESIAN COORDINATES (ANGSTROEM)
1 C -1.0933 1.0067 0.4821
2 N 2.9029 0.0290 0.9762
3 N 2.3991 -0.8399 0.4055
4 O 0.4946 1.3394 -1.6678
5 O 1.3699 1.7534 0.5775
6 S 0.5943 0.8863 -0.2986
7 H -1.7536 0.9022 -0.3828
8 H -1.2548 0.2583 1.2268
9 H -1.3724 2.0557 0.8847
10 H 3.5330 0.0412 1.6855

Charges computed using Löwdin, reported in e: -0.18 0.03 0.09 -0.42 -0.44 0.68 0.04 0.03 0.09 0.07

# 4
This record from OMol25 describes C9H9NO6PdS as an isolated structure. The level of theory is the ωB97M-V functional and the def2-TZVPD basis.

Values from the calculation:
* LUMO (spin up / spin down): 0.0068 / -0.0776 Eh
* spin multiplicity: 3
* relative energy (zero: lowest compared OMol25 entry of this formula, charge and spin): 0.00 kcal/mol
* ⟨S²⟩: 2.01
* E_tot: -37567.9994 eV

CARTESIAN COORDINATES (ANGSTROEM)
1 Pd 0.1025 -0.9481 -1.0065
2 O 3.4352 1.6384 3.4705
3 C 2.6252 1.0803 2.5477
4 C 1.4646 1.7081 2.0908
5 C 0.7242 1.0664 1.1255
6 N 1.0953 -0.1137 0.6622
7 C 2.1678 -0.7457 1.1163
8 C 2.9820 -0.1776 2.0613
9 C 2.3255 -2.1276 0.5227
10 O 3.2956 -2.7993 0.7842
11 O 1.3089 -2.4784 -0.2295
12 C -0.5574 1.5913 0.5086
13 O -1.0732 2.5928 0.9614
14 O -0.9885 0.8669 -0.4818
15 H 3.0643 2.4745 3.7745
16 H 1.1270 2.6699 2.4600
17 H 3.8628 -0.6964 2.4147
18 C -2.6655 0.4411 -3.1951
19 S -2.4577 -1.3063 -2.9235
20 C -3.1090 -1.3696 -1.2632
21 O -0.9381 -1.4874 -2.8018
22 H -3.7301 0.6809 -3.1863
23 H -2.2367 0.6606 -4.1707
24 H -2.1327 0.9704 -2.4010
25 H -4.1902 -1.4999 -1.3150
26 H -2.8450 -0.4546 -0.7324
27 H -2.6571 -2.2369 -0.7939

Charges computed using Löwdin, reported in e: 1.11 0.09 -0.27 0.08 -0.17 0.03 -0.17 0.09 -0.57 0.09 -0.13 -0.58 0.08 -0.17 0.12 0.13 0.14 -0.25 0.91 -0.26 -0.64 0.07 0.06 0.04 0.06 0.04 0.06

Question: Look up the relative energy (zero: lowest compared OMol25 entry of this formula, charge and spin) of the third one.
Answer: 91.39 kcal/mol

Question: Which of these has the highest E_tot?
Answer: CH4N2O2S

Question: The highest relative energy (zero: lowest compared OMol25 entry of this formula, charge and spin) belongs to which entry?
Answer: C39H78N4O4PS